[1]
{
  "formula": "C24H31N3S2",
  "method": "ωB97M-V/def2-TZVPD",
  "orbital_gap_ev": 8.0,
  "smiles": "CN(C)c1ccc(/C=C/[C@@H](SC(=S)N2CCCC2)c2ccc(N(C)C)cc2)cc1",
  "symbols": ["C", "N", "C", "C", "C", "C", "C", "C", "C", "C", "S", "C", "S", "N", "C", "C", "C", "C", "C", "C", "C", "C", "N", "C", "C", "C", "C", "C", "C", "H", "H", "H", "H", "H", "H", "H", "H", "H", "H", "H", "H", "H", "H", "H", "H", "H", "H", "H", "H", "H", "H", "H", "H", "H", "H", "H", "H", "H", "H", "H"],
  "positions_angstrom": [[5.919347, -5.277867, -1.901078], [6.197907, -4.124757, -1.064458], [7.218074, -4.344922, -0.057160], [5.270979, -3.082848, -0.954314], [4.108063, -3.230885, -0.165222], [3.151827, -2.231491, -0.154940], [3.328408, -1.055658, -0.922940], [2.338632, -0.010816, -0.900823], [1.111040, -0.147052, -0.360226], [0.173327, 1.027646, -0.223229], [-0.839877, 0.896902, -1.718698], [-1.372609, 2.543401, -1.999886], [-0.457762, 3.898601, -1.731627], [-2.648835, 2.617013, -2.442243], [-3.469306, 1.429953, -2.603553], [-4.836111, 1.979319, -3.039945], [-4.822774, 3.497321, -2.757237], [-3.388225, 3.867653, -2.333265], [-0.700224, 1.087159, 1.017432], [-0.631661, 0.121071, 2.027723], [-1.557311, 0.139489, 3.068278], [-2.572978, 1.121176, 3.091199], [-3.625556, 1.061295, 3.985561], [-3.435616, 0.716364, 5.381044], [-5.006770, 1.047985, 3.549680], [-2.527610, 2.182647, 2.153416], [-1.581673, 2.152874, 1.150985], [4.511050, -0.909004, -1.692380], [5.473241, -1.892099, -1.697095], [5.276556, -4.983753, -2.740185], [6.872421, -5.657575, -2.288798], [5.424478, -6.090122, -1.342830], [7.480147, -3.387289, 0.410316], [6.883576, -5.054889, 0.719370], [8.098539, -4.768725, -0.557783], [3.974383, -4.137317, 0.427608], [2.275476, -2.319369, 0.488480], [2.585858, 0.941061, -1.386930], [0.679837, -1.127766, -0.124513], [0.716243, 1.979915, -0.340605], [-3.567658, 0.845731, -1.668801], [-3.041987, 0.758953, -3.365456], [-5.649052, 1.468027, -2.516097], [-4.952537, 1.793709, -4.113541], [-5.106715, 4.078168, -3.640500], [-5.520734, 3.746676, -1.951043], [-2.935277, 4.632418, -2.978056], [-3.384710, 4.267852, -1.304633], [0.135706, -0.651912, 1.998097], [-1.583150, -0.662634, 3.805320], [-2.515820, 1.183232, 5.758677], [-4.301572, 1.101259, 5.936932], [-3.371240, -0.373204, 5.527482], [-5.109323, 1.477316, 2.548221], [-5.401455, 0.018523, 3.541619], [-5.592593, 1.623133, 4.275256], [-3.250455, 2.994782, 2.229762], [-1.502223, 2.992606, 0.465334], [4.658995, 0.014205, -2.252608], [6.397278, -1.783453, -2.265101]],
  "atomic_forces_ev_per_a": [[-0.21, 0.36, 0.26], [1.19, -0.46, -0.44], [-0.45, 0.15, -0.15], [-0.83, 0.60, -0.06], [0.53, 0.20, -0.54], [0.19, 0.62, -0.16], [1.03, -1.21, -0.28], [-1.45, 0.48, 0.34], [0.32, 0.36, -0.19], [0.62, 0.40, -0.15], [-0.21, -0.47, -0.48], [-0.67, 0.65, -0.15], [0.15, -0.04, 0.00], [1.06, -0.17, 0.79], [-0.84, -0.31, 0.02], [0.04, -0.05, -0.45], [-0.05, 0.14, 0.08], [-0.51, 0.24, -0.41], [0.70, -0.56, 0.16], [-0.14, 0.34, -0.20], [-0.61, 0.38, -0.10], [0.51, -0.12, -0.69], [-0.52, 0.57, 0.89], [0.20, -0.19, -0.47], [0.29, -0.08, 0.08], [0.06, -0.77, 0.42], [-0.28, 0.34, -0.02], [-0.89, 0.33, 0.63], [0.01, -1.05, 0.53], [0.18, -0.11, 0.19], [-0.19, -0.05, -0.05], [0.01, -0.02, -0.13], [0.01, -0.31, -0.06], [0.16, 0.11, 0.04], [-0.02, 0.10, 0.26], [0.06, 0.21, -0.19], [0.27, -0.03, -0.20], [0.09, -0.17, 0.49], [0.43, 0.36, 0.21], [-0.03, -0.38, 0.05], [0.26, 0.37, -0.27], [-0.10, 0.24, 0.29], [0.13, 0.10, -0.15], [-0.16, 0.07, 0.21], [-0.09, -0.19, 0.17], [0.09, 0.00, -0.21], [-0.10, -0.23, 0.20], [0.33, -0.29, -0.27], [-0.26, 0.13, -0.03], [0.11, 0.22, -0.12], [-0.24, -0.15, -0.03], [0.32, -0.14, 0.03], [-0.05, 0.09, 0.23], [0.00, -0.08, 0.24], [-0.08, 0.11, -0.12], [-0.15, 0.02, -0.29], [0.22, -0.17, 0.01], [-0.15, -0.22, 0.06], [-0.05, -0.20, 0.07], [-0.26, -0.09, 0.09]]
}

[2]
{
  "formula": "C24H32As2N3O11Zr",
  "method": "ωB97M-V/def2-TZVPD",
  "charge": 1,
  "orbital_gap_ev": 6.4,
  "relative_energy_kcal_mol": 19.4,
  "symbols": ["Zr", "N", "C", "C", "O", "N", "C", "C", "O", "O", "H", "H", "H", "H", "H", "H", "C", "C", "C", "C", "C", "C", "N", "H", "H", "H", "H", "H", "H", "H", "H", "C", "O", "C", "O", "C", "C", "As", "C", "C", "C", "As", "C", "C", "O", "O", "C", "C", "O", "O", "C", "C", "O", "O", "C", "H", "H", "H", "H", "H", "H", "H", "H", "H", "H", "H", "H", "H", "H", "H", "H", "H", "H"],
  "positions_angstrom": [[0.475956, 1.097787, -0.590399], [-1.696637, 1.923049, -0.886517], [-1.731680, 3.407122, -0.722502], [-0.326419, 4.003205, -0.773217], [-0.119072, 5.152789, -0.473544], [0.590032, 3.091054, -1.233755], [1.945014, 3.582552, -1.455280], [2.743287, 2.392041, -1.956723], [3.694132, 2.397398, -2.667919], [2.190627, 1.232257, -1.469864], [-2.045621, 1.651491, -1.807090], [-2.377544, 1.501289, -0.256194], [-2.197763, 3.671127, 0.223669], [-2.320868, 3.865152, -1.516330], [2.405996, 3.944773, -0.529089], [1.975544, 4.396401, -2.179124], [3.668169, 1.294813, 1.143873], [2.389911, 1.723351, 1.789816], [2.225862, 2.495353, 2.900885], [0.830651, 2.584952, 3.174777], [0.178010, 1.859382, 2.226538], [-1.271641, 1.473774, 2.199205], [1.126756, 1.322538, 1.331178], [4.461555, 1.314493, 1.889614], [3.981413, 1.947774, 0.327559], [3.606132, 0.281433, 0.744674], [3.025139, 2.932259, 3.478322], [0.367669, 3.085281, 4.011024], [-1.587140, 1.138339, 3.186972], [-1.466978, 0.617206, 1.545670], [-1.936079, 2.292032, 1.913924], [1.860000, -1.124282, 4.461649], [0.961319, -1.181427, 3.333862], [1.374784, -1.914262, 2.315182], [2.438821, -2.479987, 2.234153], [0.439575, -1.900803, 1.144234], [-0.881148, -2.002830, 1.273500], [-2.281612, -1.687228, -0.054605], [-2.796312, -3.540350, -0.441846], [-1.151389, -1.371012, -1.640214], [0.186629, -1.403429, -1.747381], [1.601833, -1.972658, -0.450123], [1.480519, -3.895762, -0.806833], [0.826947, -0.995831, -3.046547], [1.645887, -1.637033, -3.630046], [0.404127, 0.242649, -3.386150], [1.097190, 0.840507, -4.513975], [-1.984648, -0.955000, -2.825590], [-2.750120, -0.019662, -2.790008], [-1.797735, -1.748869, -3.861059], [-2.536069, -1.404862, -5.058770], [-1.476349, -2.329735, 2.619173], [-1.065188, -3.209445, 3.322132], [-2.562551, -1.593093, 2.869898], [-3.222085, -1.885286, 4.121217], [1.415445, -0.411932, 5.147796], [2.839716, -0.785234, 4.133240], [1.937921, -2.110171, 4.914731], [-3.203901, -3.962475, 0.475966], [-1.947778, -4.131559, -0.774582], [-3.576446, -3.535241, -1.200658], [0.456860, -4.239359, -0.687036], [2.138898, -4.393283, -0.098080], [1.830116, -4.057396, -1.824921], [2.163126, 0.878239, -4.300246], [0.679749, 1.837163, -4.613357], [0.913486, 0.247906, -5.406416], [-2.258478, -0.403324, -5.379656], [-3.603294, -1.445831, -4.856321], [-2.248052, -2.147538, -5.793330], [-4.072366, -1.213870, 4.166135], [-2.538128, -1.704955, 4.947247], [-3.543698, -2.923933, 4.137499]],
  "atomic_forces_ev_per_a": [[-0.08, 0.25, -0.53], [-0.18, -0.03, 0.09], [0.06, 0.06, -0.01], [-0.31, -0.20, -0.14], [0.09, 0.03, -0.12], [0.13, -0.03, 0.40], [0.04, -0.02, -0.10], [-0.14, -0.05, 0.00], [0.04, 0.06, 0.03], [0.33, 0.04, -0.14], [0.09, 0.00, -0.04], [0.02, 0.01, 0.01], [0.03, -0.01, 0.01], [-0.01, 0.01, 0.01], [0.00, 0.02, -0.02], [0.01, -0.01, 0.00], [0.02, 0.00, 0.00], [0.06, 0.00, 0.00], [-0.01, -0.03, 0.00], [0.00, -0.01, -0.03], [0.04, -0.08, 0.09], [-0.02, -0.01, 0.00], [-0.07, -0.08, 0.33], [0.00, 0.00, 0.00], [0.00, 0.01, 0.01], [0.00, 0.01, 0.02], [0.00, 0.01, 0.00], [0.00, 0.00, 0.00], [0.00, 0.01, 0.00], [0.02, 0.00, 0.00], [0.00, 0.00, 0.00], [-0.02, -0.02, -0.01], [0.02, 0.00, -0.01], [0.02, 0.06, 0.08], [-0.01, -0.02, -0.02], [0.07, -0.10, -0.04], [-0.14, 0.02, -0.02], [0.09, -0.05, -0.06], [-0.01, 0.03, -0.01], [-0.05, 0.01, 0.18], [0.10, -0.01, -0.09], [-0.20, 0.06, 0.11], [0.00, 0.07, -0.06], [0.00, 0.02, 0.02], [-0.01, 0.00, -0.01], [-0.03, -0.03, 0.02], [-0.01, -0.01, 0.01], [-0.08, 0.00, -0.02], [0.02, 0.00, 0.01], [0.02, -0.01, 0.01], [0.01, -0.01, 0.03], [0.03, -0.05, 0.03], [-0.01, 0.02, 0.00], [-0.01, 0.00, 0.00], [0.01, 0.00, -0.02], [0.00, 0.00, 0.00], [0.00, 0.00, 0.01], [0.01, 0.00, 0.01], [-0.01, 0.01, 0.00], [0.01, 0.01, 0.00], [0.00, -0.01, 0.00], [0.01, 0.00, 0.01], [0.00, 0.03, 0.02], [0.00, -0.01, 0.01], [0.00, 0.00, -0.01], [0.01, 0.00, 0.00], [0.01, 0.00, 0.00], [-0.01, 0.00, -0.02], [0.00, 0.01, -0.01], [0.00, 0.01, -0.01], [0.00, 0.00, 0.00], [0.00, 0.00, 0.01], [0.00, 0.00, 0.01]]
}